[1]
Molecular formula: C6H5NO3
Method: DFT, wB97M-V/def2-TZVPD

Properties
- Multiplicity: 1
- Energy: -13934.854 eV
- Strongest force on any atom: 5.9 eV/A
- SMILES: O=C(O)c1cncc(O)c1
- Relative energy (zero: lowest compared OMol25 entry of this formula, charge and spin): 112.1 kJ/mol

Last column: Löwdin charge in e.
Element x y z (Å)
C -2.26515 -0.11782 0.03213  -0.520
C -0.84438 0.08420 0.20671  -0.081
C -0.36086 1.46113 0.08073  -0.026
C 1.91046 0.93933 0.03861  -0.088
C 1.62940 -0.45206 -0.03410  -0.240
C 0.24976 -0.81700 0.01072  0.071
H -3.62907 -1.35800 -0.31252  0.149
H -1.13166 2.20647 -0.02758  0.106
H 2.91273 1.30931 -0.01925  0.107
H 3.49629 -1.20016 0.29851  0.104
H 0.14090 -1.87116 0.06793  0.111
N 0.95608 1.85437 -0.09179  0.066
O -2.69063 -1.42049 0.02717  0.089
O -3.03435 0.77286 -0.14474  0.122
O 2.66047 -1.39098 -0.13252  0.028

[2]
Molecular formula: CH3NO2S2
Method: DFT, wB97M-V/def2-TZVPD

Properties
- Multiplicity: 1
- Energy: -28338.615 eV
- Strongest force on any atom: 2.2 eV/A
- Relative energy (zero: lowest compared OMol25 entry of this formula, charge and spin): 174.3 kJ/mol

Last column: Löwdin charge in e.
Element x y z (Å)
C 0.89640 1.21349 -1.90929  -0.260
N -0.73586 -1.65471 2.46805  -0.290
O -1.58662 0.06092 0.83387  -0.589
O 0.66618 -0.85235 -0.43094  -0.646
S -1.21737 -1.33744 1.06862  0.837
S 0.66798 0.62157 -0.41051  0.896
H 0.95961 2.27983 -2.00278  0.011
H 0.98942 0.60824 -2.79061  0.031
H -0.63974 -0.93955 3.17360  0.009

[3]
Molecular formula: C28H74Br2N21O10
Method: DFT, wB97M-V/def2-TZVPD

Properties
- Multiplicity: 1
- Energy: -222093.299 eV
- Strongest force on any atom: 2.1 eV/A
- Charge: +1

Last column: Löwdin charge in e.
Element x y z (Å)
C 6.57768 -0.61191 1.89091  -0.106
C 5.94027 0.66476 2.44764  -0.265
C 6.76813 1.90243 2.11525  -0.222
C 6.72560 2.32112 0.63476  -0.202
C 5.36418 2.88392 0.19845  -0.193
C 5.33218 4.43386 0.12921  -0.190
C 4.42492 4.98607 1.22736  -0.212
C 2.94867 4.79997 0.88098  -0.225
C 2.03149 5.09827 2.05965  -0.196
C 0.55567 5.45328 1.76668  -0.173
C -0.16717 4.81096 0.57319  -0.199
C -0.69630 3.38207 0.72182  -0.483
C -1.58672 3.10619 1.94334  -0.586
Br -2.82939 4.58395 2.29597  0.795
C -2.43385 1.83822 1.84880  -0.316
C -2.97785 1.40591 3.20674  -0.099
C 0.48777 2.38968 0.72402  -0.048
N 0.89207 2.46931 -0.71965  0.151
C -0.33149 2.33126 -1.30876  -0.411
N -0.45143 1.65864 -2.42454  0.141
C -1.68755 1.24318 -3.08892  -0.141
C -2.35658 0.16642 -2.23913  -0.238
O -3.66276 -0.02598 -2.75775  -0.060
N -1.31757 2.87503 -0.55217  -0.333
Br -2.55353 3.99757 -1.38424  0.942
H 6.23235 -1.48295 2.44934  0.067
H 7.66439 -0.55837 1.94363  0.074
H 6.28265 -0.77210 0.85854  0.063
H 5.87790 0.57530 3.53363  0.102
H 4.92704 0.77045 2.05367  0.091
H 6.42548 2.75019 2.71850  0.103
H 7.79944 1.69934 2.41281  0.107
H 6.98230 1.45840 0.02082  0.071
H 7.50977 3.06707 0.49261  0.105
H 5.11789 2.45625 -0.77371  0.097
H 4.59883 2.56497 0.91051  0.082
H 5.00141 4.77565 -0.85313  0.106
H 6.34613 4.79956 0.29438  0.102
H 4.61190 6.03951 1.44275  0.116
H 4.62794 4.39296 2.12414  0.111
H 2.68893 5.37102 -0.01410  0.122
H 2.83318 3.74598 0.62256  0.076
H 2.44522 5.94701 2.60861  0.115
H 2.06584 4.25789 2.75771  0.108
H 0.50530 6.52570 1.57646  0.120
H -0.00523 5.29250 2.68734  0.087
H 0.44943 4.83669 -0.32418  0.113
H -1.03211 5.44224 0.37303  0.049
H -0.94404 3.04529 2.81950  0.112
H -1.85042 1.01289 1.43514  0.097
H -3.27640 2.02186 1.17934  0.076
H -2.17520 1.28108 3.93309  0.091
H -3.49346 0.45040 3.12035  0.056
H -3.70607 2.11893 3.58639  0.058
H 0.10249 1.38757 0.93155  0.129
H 1.28068 2.57532 1.43761  0.125
H 1.39202 1.63560 -1.02899  0.113
H 0.41802 1.31322 -2.82932  0.129
H -1.37357 0.77508 -4.01939  0.136
H -2.35353 2.05434 -3.36344  0.083
H -2.36409 0.43201 -1.18002  0.111
H -1.76842 -0.74169 -2.39891  0.103
H -4.17625 -0.54364 -2.12692  0.093
C 7.90365 0.87895 -3.06181  -0.674
O 7.08204 0.78518 -2.16022  0.006
N 8.84280 -0.08256 -3.29520  0.156
N 7.94540 1.95911 -3.89209  0.155
H 9.53044 -0.01938 -4.02154  0.096
H 8.84607 -0.88034 -2.68842  0.105
H 7.27282 2.68586 -3.73476  0.103
H 8.61402 2.06373 -4.63121  0.096
C -1.78593 -4.11320 -2.23965  -0.681
O -2.08651 -3.82765 -1.08736  0.001
N -1.05063 -5.20786 -2.55960  0.163
N -2.18494 -3.33374 -3.28377  0.165
H -0.79737 -5.47650 -3.49761  0.066
H -0.78242 -5.79936 -1.79489  0.103
H -2.75703 -2.54528 -3.04669  0.075
H -1.97924 -3.52591 -4.24667  0.106
C -6.94262 1.54944 0.04848  -0.664
O -7.91782 0.85698 -0.18719  0.027
N -5.90482 1.66175 -0.84161  0.157
N -6.79265 2.26191 1.20417  0.173
H -5.09486 2.22318 -0.67020  0.044
H -5.98161 1.16685 -1.71024  0.093
H -7.51481 2.21252 1.90317  0.102
H -5.99887 2.84766 1.38656  0.084
C -11.02694 2.23259 2.18958  -0.685
O -10.40655 2.91761 2.99110  0.007
N -12.35304 1.94436 2.35042  0.147
N -10.42373 1.70898 1.08867  0.159
H -12.87745 1.38379 1.70694  0.091
H -12.80955 2.31974 3.16003  0.102
H -9.44853 1.89129 0.95978  0.045
H -10.87299 1.12528 0.40916  0.098
C -0.78373 -8.47801 -4.57855  -0.671
O -0.60078 -7.28325 -4.79899  -0.013
N -1.72463 -8.91114 -3.69730  0.167
N -0.06199 -9.44542 -5.20671  0.163
H -1.89941 -9.87995 -3.50683  0.103
H -2.28218 -8.21572 -3.23642  0.105
H 0.61878 -9.15126 -5.88167  0.106
H -0.19972 -10.42624 -5.05028  0.103
C -2.28829 -3.18737 3.35488  -0.670
O -2.56621 -2.86538 4.49944  0.016
N -1.56429 -4.30330 3.06035  0.161
N -2.67562 -2.44402 2.27620  0.164
H -1.33974 -4.57780 2.12218  0.092
H -1.26192 -4.87241 3.82871  0.107
H -3.21794 -1.62289 2.46130  0.074
H -2.45900 -2.69418 1.32592  0.075
C -4.78705 -1.17349 7.54163  -0.690
O -5.06893 -0.82035 8.67211  0.021
N -4.05720 -2.28977 7.26319  0.158
N -5.18847 -0.46437 6.43450  0.142
H -3.81734 -2.57171 6.32826  0.052
H -3.74581 -2.84033 8.04032  0.103
H -5.73712 0.35931 6.59135  0.096
H -4.96728 -0.74640 5.49899  0.077
C 2.97687 -0.40218 -2.84616  -0.639
O 2.33921 0.63728 -2.61955  -0.034
N 4.13651 -0.36904 -3.53311  0.187
N 2.54211 -1.62184 -2.43772  0.185
H 4.67048 -1.19573 -3.72942  0.111
H 4.49789 0.53163 -3.81354  0.114
H 1.67614 -1.66370 -1.93517  0.102
H 3.01240 -2.48348 -2.66131  0.087
C 3.30185 -5.81768 -3.18458  -0.678
O 3.75110 -4.99430 -2.39839  0.005
N 2.00621 -6.24126 -3.13596  0.165
N 4.06894 -6.37587 -4.16547  0.154
H 1.61030 -6.91443 -3.76847  0.073
H 1.42481 -5.84379 -2.42425  0.075
H 5.02835 -6.09022 -4.22054  0.105
H 3.72228 -7.05265 -4.81773  0.094

[4]
Molecular formula: C3H5F2P
Method: DFT, wB97M-V/def2-TZVPD

Properties
- Multiplicity: 1
- Energy: -17913.029 eV
- Strongest force on any atom: 3.4 eV/A
- SMILES: C[C@H](F)C#P.F
- Relative energy (zero: lowest compared OMol25 entry of this formula, charge and spin): 296.3 kJ/mol

Last column: Löwdin charge in e.
Element x y z (Å)
C 1.00064 -0.14891 -0.25662  -0.620
C -1.23074 0.64877 -0.81568  -0.057
C -0.46417 -0.30484 0.21711  -0.346
F 1.96236 -1.22861 1.63898  -0.097
F -0.59078 0.21037 1.58354  -0.104
P 2.16999 -0.03384 -1.26263  0.838
H -0.82543 1.56299 -0.49207  0.053
H -0.91575 0.33001 -1.75872  0.030
H -2.38013 0.64644 -0.95086  0.109
H -0.74602 -1.36855 0.32437  0.136
H 2.02001 -0.31383 1.77258  0.057

[5]
Molecular formula: C4H8N4O2
Method: DFT, wB97M-V/def2-TZVPD

Properties
- Multiplicity: 1
- Energy: -14326.603 eV
- Strongest force on any atom: 5.0 eV/A
- SMILES: C[C@@H]1N(C)N=CN1[N+](=O)[O-]
- Relative energy (zero: lowest compared OMol25 entry of this formula, charge and spin): 627.0 kJ/mol

Last column: Löwdin charge in e.
Element x y z (Å)
C 1.01014 1.52914 -0.41676  -0.158
C -0.17489 -0.54679 0.26191  -0.148
C -0.34096 -1.58966 -0.75843  -0.049
C -2.20234 0.77519 0.64433  -0.085
N -0.26562 1.82979 -0.30669  0.078
N 1.34253 0.26768 -0.04958  0.066
N -0.98444 0.66732 -0.05606  -0.246
N 2.60111 -0.28936 0.08105  -0.470
O 3.47231 0.44008 -0.17662  0.106
O 2.68541 -1.36037 0.57822  0.100
H 1.77817 2.28231 -0.70252  0.137
H -0.26747 -0.91179 1.37298  0.167
H -0.05906 -2.53504 -0.28645  0.085
H 0.30741 -1.46517 -1.52815  0.052
H -1.42697 -1.75783 -0.96013  0.112
H -2.29346 1.88161 0.82965  0.098
H -3.14831 0.66845 0.02231  0.099
H -2.03355 0.11444 1.45093  0.057

[6]
Molecular formula: C16H48ClO12S8
Method: DFT, wB97M-V/def2-TZVPD

Properties
- Multiplicity: 1
- Energy: -141077.388 eV
- Strongest force on any atom: 16.0 eV/A
- Charge: -1
- Relative energy (zero: lowest compared OMol25 entry of this formula, charge and spin): 5437.6 kJ/mol

Last column: Löwdin charge in e.
Element x y z (Å)
Cl 0.64417 0.31716 -0.11983  0.952
O 0.46534 1.24326 -1.14816  -0.514
O 0.23333 0.79608 1.18685  -0.355
O -0.04798 -0.90412 -0.46915  -0.659
O 2.04602 0.01185 0.03432  -0.366
C -3.55983 0.26729 -1.60819  -0.273
S -3.45550 0.89158 0.15792  1.063
O -3.82328 -0.31268 1.01353  -0.596
C -1.63007 1.15199 0.22379  -0.476
H -4.46487 -0.33563 -1.53399  0.074
H -2.71152 -0.34687 -1.91031  0.019
H -3.50350 1.06968 -2.34377  0.009
H -1.37199 2.21093 0.23663  -0.082
H -1.06664 0.66051 -0.56937  0.047
H -1.44596 0.82060 1.24574  -0.061
C 0.18415 -0.34896 -2.64219  -0.208
S -0.19750 1.39285 -3.24834  0.966
O 0.06576 1.46910 -4.74911  -0.561
C -2.00117 1.18674 -3.15074  -0.286
H 0.00932 -1.03298 -3.47264  0.108
H -0.38723 -0.62890 -1.75717  -0.018
H 1.25089 -0.47756 -2.45882  -0.032
H -2.13436 1.15289 -2.06944  -0.026
H -2.45049 0.34143 -3.67195  0.099
H -2.61871 2.06706 -3.32902  0.084
C 2.11045 -1.38731 -1.64020  -0.398
S 3.49416 -2.59858 -1.71121  0.953
O 3.80454 -2.89189 -0.24919  -0.605
C 2.55488 -3.90681 -2.44570  -0.285
H 2.08136 -1.11929 -2.69634  0.071
H 2.37665 -0.45952 -1.13381  0.023
H 1.10757 -1.77953 -1.47143  0.073
H 3.33127 -4.66922 -2.50924  0.055
H 2.20142 -3.60268 -3.43093  0.059
H 1.74903 -4.12733 -1.74565  -0.019
C 0.17764 -4.33027 1.72624  -0.311
S 1.70662 -3.88364 0.77955  0.942
O 1.76884 -4.78980 -0.40856  -0.571
C 1.13068 -2.12154 0.39336  -0.363
H -0.01123 -3.48850 2.39246  0.031
H 0.48208 -5.12188 2.41090  0.059
H -0.61198 -4.57251 1.01494  0.030
H 0.30097 -2.15468 -0.31276  -0.007
H 1.91888 -1.68658 -0.22117  -0.015
H 0.92852 -1.49920 1.26509  0.073
C 2.48879 0.08954 2.02231  -0.293
S 3.50321 -0.78824 3.20187  0.871
O 2.82512 -2.17771 3.38838  -0.585
C 5.07051 -1.00779 2.18458  -0.241
H 1.52201 0.45713 2.36627  0.063
H 2.29135 -0.45645 1.09981  -0.089
H 3.08536 0.91789 1.64014  0.083
H 5.74322 -0.15398 2.10346  0.036
H 4.85803 -1.37348 1.17998  0.017
H 5.74521 -1.72817 2.64710  0.042
C 0.37683 3.32042 -1.37144  -0.229
S -1.18387 3.68753 -0.42858  1.013
O -0.79850 4.03558 1.06240  -0.590
C -1.42274 5.38408 -1.20815  -0.205
H 1.06571 4.16480 -1.39555  0.076
H 0.21782 3.17396 -2.43979  0.001
H 0.77038 2.43771 -0.86741  -0.038
H -0.93371 5.48143 -2.17742  0.039
H -0.83667 6.09141 -0.62136  0.051
H -2.46977 5.64190 -1.36735  0.041
C -1.10558 4.05695 3.37356  -0.277
S -0.81831 2.28611 3.43750  0.931
O -1.98531 1.60892 4.16784  -0.556
C -0.94882 1.95962 1.63383  -0.559
H -0.21739 4.48825 2.91181  0.049
H -1.29975 4.47208 4.36254  0.051
H -1.98136 4.12931 2.72867  0.051
H -0.90675 0.87067 1.61090  -0.036
H -0.03591 2.33460 1.17110  0.115
H -1.85756 2.35473 1.17977  0.054
C -2.25097 -1.15314 2.12020  -0.159
S -1.29322 -2.39281 1.02035  0.996
O -1.87814 -3.70372 1.57985  -0.564
C -2.05651 -2.08288 -0.57311  -0.173
H -2.15356 -0.18946 1.62030  -0.004
H -1.94962 -1.19222 3.16699  0.081
H -3.31091 -1.40739 2.11921  0.061
H -1.51381 -1.30024 -1.10326  0.020
H -3.06176 -1.81055 -0.25153  0.051
H -1.92377 -2.99894 -1.14871  0.097